1:
{
  "formula": "C4H8N2",
  "method": "ωB97M-V/def2-TZVPD",
  "orbital_gap_ev": 10.08,
  "smiles": "CN(C)CC#N",
  "species": ["C", "N", "C", "C", "C", "N", "H", "H", "H", "H", "H", "H", "H", "H"],
  "coordinates": [[1.340, 0.410, 0.439], [0.414, -0.248, -0.546], [-0.262, 0.830, -1.266], [-0.774, -1.263, 0.058], [-0.964, -0.858, 1.440], [-0.931, -0.366, 2.482], [2.348, 0.640, 0.039], [1.496, -0.276, 1.259], [0.985, 1.381, 0.846], [-0.965, 1.351, -0.598], [-0.777, 0.390, -2.117], [0.427, 1.604, -1.647], [-0.543, -2.351, 0.023], [-1.796, -1.244, -0.412]]
}



2:
{
  "formula": "C4H8N2",
  "method": "ωB97M-V/def2-TZVPD",
  "orbital_gap_ev": 9.14,
  "smiles": "[H]/N=C\\C/C(C)=N/[H]",
  "species": ["H", "N", "C", "C", "C", "C", "N", "H", "H", "H", "H", "H", "H", "H"],
  "coordinates": [[2.361, 0.119, 0.754], [2.405, 0.594, -0.198], [1.417, 1.040, -0.781], [-0.061, 0.844, -0.574], [-0.307, -0.161, 0.433], [-1.570, -0.951, 0.359], [0.620, -0.490, 1.238], [0.337, -1.311, 1.742], [1.606, 1.799, -1.719], [-0.556, 1.766, -0.649], [-0.348, 0.290, -1.406], [-1.616, -1.505, -0.688], [-2.517, -0.252, 0.291], [-1.772, -1.781, 1.200]]
}



3:
{
  "formula": "C4H8N2",
  "method": "ωB97M-V/def2-TZVPD",
  "orbital_gap_ev": 9.97,
  "species": ["C", "C", "C", "N", "C", "N", "H", "H", "H", "H", "H", "H", "H", "H"],
  "coordinates": [[-0.627, 1.070, -0.880], [0.140, -0.023, -0.543], [1.536, 0.104, -0.017], [-0.358, -1.272, -0.587], [-1.268, 0.060, 1.785], [-1.012, -0.736, 2.605], [-1.291, 0.826, 0.639], [-1.422, 0.928, -1.608], [-0.140, 2.038, -0.900], [2.214, -0.182, -0.829], [1.722, -0.546, 0.846], [1.752, 1.136, 0.264], [0.111, -2.017, -0.093], [-1.358, -1.386, -0.683]]
}



Out of the structures above, which one is the least stable? Solution: 2.